Here is a single CH4N2O2 molecule from the OMol25 dataset. Energies are from wB97M-V/def2-TZVPD.

XYZ file:
```
9
Properties=species:S:1:pos:R:3:forces:R:3
O -1.665 1.005 0.824 2.3 3.2 -0.2
O 0.733 -1.018 -2.040 1.1 0.6 1.4
N -0.229 0.513 0.978 -2.5 2.2 2.0
N 0.241 0.109 -1.164 0.0 -2.1 -4.2
C 0.319 -0.243 0.015 -0.3 1.2 0.1
H -1.653 2.143 0.770 0.6 -5.0 0.2
H 1.407 -1.613 -1.544 -1.5 1.6 -0.8
H 1.032 -0.942 0.298 0.8 -1.8 1.1
H -0.185 0.044 1.863 -0.4 0.2 0.4
```
Positions in Å, forces in eV/Å.

Values from the calculation:
* energy: -300.30795 a.u.
* highest occupied orbital energy: -9.2 eV
* frontier orbital gap: 9.692 eV
* ΔE to the lowest compared entry with this formula, charge and spin: 4.890 eV

Charges obtained by Mulliken population analysis, quoted in units of e: O -0.42; O -0.37; N -0.15; N -0.23; C 0.01; H 0.37; H 0.31; H 0.21; H 0.27